[1]
Below is a structure of composition C4H4F2S2, with properties calculated with ωB97M-V with the def2-TZVPD basis set.

Calculated values
* molecular weight: 154.206 g mol⁻¹
* frontier orbital gap: 8.4 eV
* energy above the lowest of the compared OMol25 structures with the same formula, charge and spin: 121.3 kJ/mol
* maximum force: 5.0 eV/Å

Each line ends with the Mulliken charge.
Atoms and positions in Å:
C (1.5082, 0.1604, 0.3883)  -1.07
C (0.2949, 0.4841, -0.3969)  0.06
C (-1.9381, 0.3256, -0.1248)  -0.09
C (-0.7245, -0.6459, -0.2216)  0.80
H (2.1703, 1.0754, 0.3781)  0.34
H (1.4829, -0.1307, 1.5017)  0.28
H (2.0680, -0.8090, -0.2613)  0.25
H (0.6943, 0.5988, -1.4785)  0.32
F (-0.6862, -1.6442, -0.9738)  -0.24
F (-0.5521, -1.1838, 1.1025)  -0.30
S (-0.8400, 1.7674, -0.0708)  -0.13
S (-3.4778, 0.0018, 0.1573)  -0.22

Cartesian forces, eV/Å:
C 3.86 -1.13 0.45
C 1.95 -1.93 -2.38
C 0.15 -0.18 0.58
C -0.29 3.20 3.84
H -0.17 -1.18 -0.27
H -0.64 0.33 -1.93
H -1.41 2.98 2.12
H -1.01 -0.44 1.50
F -0.25 -2.79 -2.84
F -0.50 0.62 -1.29
S -1.98 0.17 0.59
S 0.29 0.35 -0.36

=====

[2]
Below is an isolated molecule of C4H4O3, with properties calculated with ωB97M-V with the def2-TZVPD basis set.

Calculated values
* molecular weight: 100.073 g mol⁻¹
* frontier orbital gap: 8.8 eV
* energy above the lowest of the compared OMol25 structures with the same formula, charge and spin: 124.0 kJ/mol
* SMILES: CC(=O)C(=O)C=O
* maximum force: 0.6 eV/Å

Each line ends with the Mulliken charge.
Atoms and positions in Å:
C (-1.5415, 0.2796, -0.5305)  -1.02
C (-0.3852, -0.6636, -0.3664)  0.71
O (-0.1751, -1.6449, -1.0388)  -0.51
C (0.5867, -0.3606, 0.7799)  0.41
O (0.3425, -0.6259, 1.9329)  -0.49
C (1.9058, 0.3082, 0.3973)  0.03
O (2.0971, 0.7227, -0.7176)  -0.43
H (-2.1222, 0.3197, 0.3979)  0.33
H (-2.1730, -0.0451, -1.3593)  0.29
H (-1.1598, 1.2890, -0.7270)  0.31
H (2.6246, 0.4209, 1.2317)  0.36

Cartesian forces, eV/Å:
C -0.05 -0.02 -0.07
C -0.09 -0.30 -0.23
O -0.06 0.43 0.30
C -0.09 -0.14 0.45
O 0.10 0.15 -0.55
C 0.18 0.22 -0.43
O -0.11 -0.19 0.58
H 0.10 -0.01 -0.11
H 0.09 0.03 0.12
H -0.04 -0.13 0.04
H -0.04 -0.04 -0.10

=====

[3]
Below is a structure of composition C54H63BF9I2NO16PS2, with properties calculated with ωB97M-V with the def2-TZVPD basis set.

Calculated values
* molecular weight: 1512.799 g mol⁻¹
* frontier orbital gap: 7.0 eV
* charge: +1
* maximum force: 8.7 eV/Å

Each line ends with the Mulliken charge.
Atoms and positions in Å:
C (-0.7904, -5.0995, -4.9549)  -1.21
C (0.4308, -4.0679, -5.0605)  -0.37
P (0.1646, -2.4329, -4.1409)  0.00
C (-0.9571, -1.5162, -5.2958)  -0.45
C (-2.4796, -2.0589, -5.0815)  -1.04
C (1.7459, -1.6476, -3.5057)  2.18
C (2.8678, -1.9261, -4.5945)  -0.93
C (2.5816, -1.4917, -6.1006)  -0.72
C (2.9427, -0.0041, -6.5161)  -0.01
O (2.1922, 0.2717, -7.7550)  -0.43
C (1.4845, 1.5255, -7.5498)  -0.44
C (2.1750, -2.5567, -2.2051)  -2.74
O (2.4785, -3.9265, -2.3298)  -0.56
C (1.2561, -2.0478, -0.9463)  1.10
C (-0.2261, -2.6381, -0.8545)  -0.97
C (-0.4686, -4.1479, -1.2870)  -0.94
C (1.9773, -2.8551, 0.2165)  1.42
C (1.5739, -2.5232, 1.7060)  -1.21
O (1.9395, -1.5710, 2.4007)  -0.29
I (0.2274, -3.9371, 2.7418)  0.09
N (1.4575, -0.5437, -1.1291)  1.81
C (0.2283, 0.2539, -0.7027)  -0.26
S (-0.3592, 0.2445, 1.0216)  1.53
O (-1.7244, 0.9192, 0.9065)  -0.68
O (0.3764, 1.0605, 2.0381)  -0.67
B (2.5590, 0.1523, -0.3271)  0.84
C (4.0188, -0.4119, 0.1657)  -0.61
O (2.4922, 1.5350, 0.1124)  -0.41
C (1.7409, -0.2522, -2.6233)  -1.79
I (3.6502, 0.8545, -3.0004)  0.20
C (0.7779, 0.6600, -3.4854)  0.54
C (0.8878, 2.2027, -3.7169)  -1.24
C (1.1304, 3.2704, -2.5924)  -0.57
C (-0.1995, 3.8480, -1.8698)  -0.74
C (-0.0540, 5.4180, -1.5256)  0.67
F (1.2885, 5.5474, -1.0644)  -0.31
F (-0.2147, 6.0485, -2.7928)  -0.30
C (-1.0926, 5.9210, -0.4405)  0.85
F (-1.2843, 5.0104, 0.6207)  -0.26
F (-2.3544, 5.9847, -1.0715)  -0.28
S (-0.7761, 7.5915, 0.3418)  1.20
F (-2.1663, 8.2019, -0.3538)  -0.29
F (0.1408, 8.1500, -0.9034)  -0.28
F (0.5154, 7.0557, 1.2227)  -0.28
F (-1.7453, 7.1523, 1.6501)  -0.32
F (-0.5859, 9.0627, 1.0773)  -0.29
H (-1.6699, -4.6408, -4.4081)  0.33
H (-1.0805, -5.5123, -5.9793)  0.26
H (-0.4293, -6.0086, -4.3658)  0.25
H (1.3945, -4.6098, -4.8284)  0.66
H (0.5053, -3.7819, -6.1737)  0.50
H (-1.0115, -0.3942, -5.2679)  0.45
H (-0.7034, -1.8031, -6.3814)  0.60
H (-3.2044, -1.2838, -5.4740)  0.35
H (-2.6136, -2.3137, -3.9847)  0.23
H (-2.5671, -3.0121, -5.6994)  0.28
H (2.9458, -3.0735, -4.6704)  0.48
H (3.9394, -1.6596, -4.3251)  0.62
H (1.5433, -1.7147, -6.4914)  0.19
H (3.2771, -2.1581, -6.7299)  0.52
H (4.0431, 0.0494, -6.8263)  0.28
H (2.6361, 0.8104, -5.7981)  -0.20
H (0.8829, 1.8473, -8.4509)  0.33
H (0.7704, 1.4997, -6.6644)  0.06
H (2.2721, 2.3210, -7.3231)  0.26
H (3.2316, -2.1208, -2.0586)  -0.04
H (1.7768, -4.4656, -2.7358)  0.52
H (-0.6870, -2.5561, 0.1939)  0.38
H (-0.9821, -2.0891, -1.5256)  0.14
H (-1.2870, -4.5789, -0.6053)  0.40
H (-0.9025, -4.2705, -2.3395)  0.09
H (0.3980, -4.8616, -1.2102)  0.20
H (3.1342, -2.8804, 0.1501)  -0.92
H (1.7727, -3.9803, 0.1247)  0.94
H (0.3105, 1.3687, -0.9675)  -0.66
H (-0.6997, -0.0120, -1.3249)  0.32
H (-0.6530, -0.9671, 1.6240)  0.00
H (4.4060, -1.2856, -0.4444)  0.14
H (4.8375, 0.3864, 0.0754)  0.32
H (4.0298, -0.7338, 1.2533)  0.21
H (2.7130, 1.5501, 1.0698)  0.25
H (-0.3363, 0.4081, -3.3408)  0.26
H (0.9529, 0.2730, -4.5599)  -0.30
H (-0.1183, 2.5102, -4.1966)  0.44
H (1.6199, 2.4424, -4.5700)  0.32
H (1.8759, 3.0215, -1.7801)  0.02
H (1.5734, 4.1941, -3.1146)  0.64
H (-1.1459, 3.6624, -2.4658)  0.33
H (-0.3214, 3.3364, -0.8648)  0.15
C (1.9747, -2.6047, 8.3552)  -0.39
C (1.2377, -1.5931, 8.8156)  -0.44
C (0.6487, -0.5933, 7.8979)  0.18
O (-0.0211, 0.3294, 8.3161)  -0.53
C (0.9074, -0.7599, 6.4510)  -0.27
C (1.6444, -1.7714, 5.9914)  -0.32
C (2.2329, -2.7705, 6.9084)  0.16
O (2.9038, -3.6953, 6.4880)  -0.60
H (2.4141, -3.3452, 9.0120)  0.47
H (1.0381, -1.4570, 9.8712)  0.43
H (0.4681, -0.0198, 5.7935)  0.56
H (1.8441, -1.9076, 4.9354)  0.68
C (6.3651, -3.4737, 1.9653)  -0.36
C (7.6576, -3.1662, 2.0776)  -0.46
C (8.5951, -3.3711, 0.9520)  0.27
O (9.7722, -3.0934, 1.0533)  -0.53
C (8.0432, -3.9285, -0.3025)  -0.38
C (6.7506, -4.2357, -0.4139)  -0.35
C (5.8147, -4.0304, 0.7114)  0.49
O (4.6315, -4.3092, 0.6092)  -0.66
H (5.6644, -3.3313, 2.7790)  0.57
H (8.0773, -2.7570, 2.9881)  0.44
H (8.7432, -4.0713, -1.1162)  0.43
H (6.3301, -4.6451, -1.3242)  0.49
C (-6.9065, 3.4687, 2.7562)  -0.27
C (-6.5907, 3.4753, 1.4606)  -0.36
C (-5.2121, 3.1977, 1.0072)  0.45
O (-4.9213, 3.2059, -0.1760)  -0.63
C (-4.1969, 2.9115, 2.0433)  -0.28
C (-4.5121, 2.9046, 3.3383)  -0.53
C (-5.8924, 3.1819, 3.7928)  0.27
O (-6.1810, 3.1740, 4.9743)  -0.56
H (-7.9107, 3.6711, 3.1065)  0.46
H (-7.3186, 3.6817, 0.6907)  0.39
H (-3.1926, 2.7104, 1.6914)  0.56
H (-3.7809, 2.6978, 4.1101)  0.49
C (-2.7129, -7.2571, 7.1447)  -0.44
C (-2.5075, -7.2135, 5.8281)  -0.43
C (-1.4783, -6.3297, 5.2421)  0.49
O (-1.2918, -6.2884, 4.0369)  -0.55
C (-0.6837, -5.4971, 6.1712)  0.17
C (-0.8886, -5.5404, 7.4875)  -0.38
C (-1.9187, -6.4247, 8.0744)  0.26
O (-2.1046, -6.4662, 9.2733)  -0.53
H (-3.4628, -7.8978, 7.5912)  0.41
H (-3.0792, -7.8165, 5.1337)  0.41
H (0.0669, -4.8563, 5.7248)  0.10
H (-0.3165, -4.9372, 8.1817)  0.47
C (-7.7523, 9.2350, 1.9829)  -0.43
C (-8.1738, 7.9737, 1.8874)  -0.43
C (-7.3701, 6.9481, 1.1892)  0.44
O (-7.7538, 5.7958, 1.0992)  -0.49
C (-6.0810, 7.3733, 0.6026)  -0.34
C (-5.6590, 8.6343, 0.6980)  -0.38
C (-6.4628, 9.6609, 1.3963)  0.25
O (-6.0785, 10.8098, 1.4855)  -0.54
H (-8.3278, 9.9994, 2.4896)  0.40
H (-9.1143, 7.6449, 2.3116)  0.42
H (-5.5053, 6.6082, 0.0957)  0.55
H (-4.7181, 8.9626, 0.2737)  0.51

Cartesian forces, eV/Å:
C 0.49 -0.44 0.55
C 0.38 -0.07 -2.06
P -2.12 -0.25 1.54
C -1.17 -0.16 -2.10
C 1.17 -0.30 -0.31
C 2.37 -1.72 1.60
C 0.49 -0.81 -0.98
C 1.04 0.01 -0.37
C -0.22 -0.54 -1.31
O -0.56 1.08 1.42
C 0.38 0.69 -0.08
C 0.84 1.27 -0.97
O -0.76 0.52 -0.09
C 1.09 -4.23 -0.49
C -2.05 0.70 -0.93
C -0.87 -0.98 0.11
C 1.48 -0.45 1.39
C 0.63 1.74 1.66
O -0.70 -2.30 -2.63
I 0.52 0.30 -0.75
N -1.72 1.26 0.49
C -1.90 0.58 -2.01
S -4.37 6.02 4.58
O 3.15 -2.63 -1.27
O 0.38 -2.68 -2.66
B 4.53 2.78 2.52
C 0.64 -1.01 -0.38
O -1.60 -2.83 -0.70
C -0.41 0.29 -4.31
I -0.15 -0.78 0.79
C -1.52 -0.06 -1.21
C -0.67 1.50 -0.83
C -0.20 1.95 0.27
C -0.02 -0.27 0.99
C 1.47 -2.52 -1.82
F -2.57 0.64 -0.70
F 0.43 -0.24 2.89
C -2.64 -1.77 -0.16
F 1.21 1.59 -2.49
F 2.75 -0.38 0.96
S -1.30 3.46 3.11
F 2.29 -0.50 0.61
F -1.18 -1.26 1.65
F -1.45 0.44 -1.95
F 1.32 0.60 -1.94
F -0.10 -2.09 -1.20
H 0.93 -0.70 -0.84
H 0.27 0.88 1.40
H -0.65 1.22 -0.61
H -0.99 0.81 -0.10
H 0.15 -0.41 1.51
H 0.48 -1.18 0.26
H -0.18 0.66 1.42
H 0.75 -1.01 0.64
H -0.22 0.45 -1.34
H -0.20 1.27 0.92
H -0.37 1.65 0.41
H -1.39 0.07 -0.05
H 1.03 0.31 0.81
H -1.07 0.94 0.84
H -1.36 0.18 0.91
H 0.73 -1.16 -0.38
H 0.90 -0.72 0.84
H 0.72 -0.25 -0.90
H -1.12 -0.71 -0.37
H -1.50 -0.48 0.42
H 0.02 0.58 0.24
H 1.19 0.05 -1.27
H 1.35 -0.52 0.88
H 1.29 0.68 -0.80
H 0.86 0.60 1.46
H -0.76 0.90 0.15
H -1.97 0.54 0.26
H -0.16 1.87 -0.36
H 0.45 -1.57 0.92
H 1.45 -0.25 1.18
H 0.80 -0.05 -1.06
H -0.39 0.83 0.80
H -1.52 -0.86 0.00
H -0.28 0.28 -1.20
H 0.01 0.18 -0.70
H 1.68 0.12 0.22
H -0.15 0.37 1.80
H 1.38 -0.63 0.68
H -0.81 -0.66 1.43
H -0.85 -0.03 -1.04
H -0.48 -1.49 0.61
H 1.13 0.44 0.65
H -0.05 0.54 -1.08
C -0.12 0.10 0.23
C 0.16 -0.28 0.08
C -0.26 0.36 0.18
O 0.15 -0.22 -0.11
C 0.11 -0.15 -0.28
C -0.15 0.21 -0.09
C 0.20 -0.22 -0.07
O -0.17 0.14 0.02
H 0.03 -0.01 -0.03
H -0.02 0.04 -0.02
H -0.01 0.02 0.03
H 0.02 0.00 0.01
C 0.12 0.11 0.14
C -0.30 0.01 0.16
C 0.49 0.09 0.07
O -0.30 -0.05 -0.04
C -0.24 -0.11 -0.23
C 0.18 0.01 -0.13
C -0.07 -0.09 0.05
O 0.15 0.11 -0.02
H -0.02 -0.04 0.00
H 0.03 -0.01 -0.03
H 0.03 0.01 0.04
H -0.03 -0.02 0.03
C 0.02 -0.08 -0.23
C -0.15 -0.37 0.16
C -0.01 0.00 -0.21
O 0.03 0.02 0.15
C 0.21 0.00 0.23
C 0.23 -0.04 -0.21
C -0.23 0.06 0.34
O 0.11 -0.02 -0.22
H 0.02 0.01 0.01
H 0.10 -0.12 0.03
H -0.02 -0.02 -0.02
H -0.03 0.02 0.02
C -0.08 -0.11 -0.31
C -0.12 -0.12 0.15
C 0.03 -0.02 -0.16
O -0.04 0.12 0.19
C 0.04 0.09 0.20
C 0.19 0.16 -0.26
C -0.10 -0.04 0.47
O 0.06 0.03 -0.28
H 0.02 0.02 0.03
H 0.03 0.02 -0.02
H 0.04 -0.03 0.01
H -0.02 -0.03 0.03
C -0.24 -0.22 0.07
C -0.03 0.24 0.12
C -0.13 -0.21 -0.02
O -0.13 0.74 -0.09
C 0.20 0.15 -0.06
C 0.08 -0.30 -0.12
C 0.13 0.42 0.04
O -0.08 -0.26 -0.03
H 0.04 0.02 -0.02
H 0.02 -0.03 -0.02
H -0.02 -0.03 0.00
H -0.02 0.03 0.03

=====

[4]
Below is the ion C5H5N2O with charge +1, with properties calculated with ωB97M-V with the def2-TZVPD basis set.

Calculated values
* molecular weight: 109.108 g mol⁻¹
* frontier orbital gap (alpha / beta): 8.2 / 8.3 eV
* energy above the lowest of the compared OMol25 structures with the same formula, charge and spin: 292.9 kJ/mol
* charge: +1
* SMILES: O=Nc1cc[nH+]cc1
* maximum force: 10.2 eV/Å

Each line ends with the Mulliken charge.
Atoms and positions in Å:
O (3.5165, 0.1477, -0.3112)  -0.14
N (2.3459, -0.0920, 0.3590)  -0.12
C (1.0625, -0.0381, 0.0345)  0.88
C (0.3503, -1.2357, -0.2166)  -0.41
C (-0.9909, -1.0887, -0.4627)  -0.29
N (-1.5981, 0.0729, -0.1645)  -0.01
C (-0.9836, 1.1153, 0.4038)  -0.22
C (0.3784, 1.1448, 0.3057)  -0.44
H (0.8103, -2.2977, -0.4558)  0.31
H (-1.6481, -1.8440, -0.6577)  0.47
H (-2.5667, 0.0261, -0.1461)  0.25
H (-1.5535, 2.0478, 0.6880)  0.34
H (0.8771, 2.0417, 0.6235)  0.39

Cartesian forces, eV/Å:
O -8.03 -1.24 3.43
N 9.95 0.67 -2.23
C -1.34 -0.42 -0.92
C 0.49 -2.04 -1.86
C 1.89 1.70 1.57
N 0.76 -0.25 0.94
C -0.03 1.84 -1.38
C -0.33 0.43 0.99
H -0.64 2.63 0.81
H -1.32 -2.08 -0.96
H -2.23 0.23 -0.10
H 0.44 -1.51 -0.30
H 0.39 0.04 0.01